Formula: C15H5F4N2O2
Source: the Open Molecules 2025 dataset
Level of theory: ωB97M-V/def2-TZVPD

Each atom is followed by the atoms it is bonded to, with distances in Å.
Cartesian coordinates (Å):
1 F 1.72148 -2.99551 1.58663  C2 1.336
2 C 1.27815 -1.73680 1.64871  F1 1.336, C3 1.463, C11 1.420
3 C 2.05537 -0.74128 0.91009  C2 1.463, F4 1.416, C5 1.557, C13 1.568
4 F 3.40187 -1.17785 0.87292  C3 1.416
5 C 2.03392 0.68750 1.52847  C3 1.557, O6 1.227, C7 1.447
6 O 2.77106 1.55859 1.07747  C5 1.227
7 C 1.06413 0.90339 2.58011  C5 1.447, F8 1.354, C9 1.353
8 F 0.99450 2.15184 3.09996  C7 1.354
9 C 0.17777 -0.03950 2.97579  C7 1.353, F10 1.348, C11 1.478
10 F -0.77781 0.25792 3.87941  C9 1.348
11 C 0.18170 -1.43894 2.50083  C2 1.420, C9 1.478, O12 1.249
12 O -0.69813 -2.26060 2.83433  C11 1.249
13 C 1.64459 -0.56781 -0.59325  C3 1.568, C14 1.461, C16 1.528, H24 1.090
14 C 1.86417 -1.85012 -1.25838  C13 1.461, N15 1.167
15 N 2.11086 -2.82549 -1.84914  C14 1.167
16 C 0.24271 -0.00259 -0.81379  C13 1.528, C17 1.400, C23 1.394
17 C 0.04898 1.38346 -0.83153  C16 1.400, C18 1.393, H25 1.092
18 C -1.23381 1.91942 -0.91359  C17 1.393, C19 1.397, H26 1.089
19 C -2.33987 1.06779 -0.96979  C18 1.397, C20 1.438, C22 1.398
20 C -3.67387 1.60200 -0.91154  C19 1.438, N21 1.173
21 N -4.75993 2.04133 -0.85177  C20 1.173
22 C -2.14272 -0.31162 -1.08076  C19 1.398, C23 1.403, H27 1.089
23 C -0.84517 -0.84448 -1.03904  C16 1.394, C22 1.403, H28 1.091
24 H 2.33615 0.19031 -0.96082  C13 1.090
25 H 0.92367 2.03631 -0.81761  C17 1.092
26 H -1.38116 2.99805 -0.93101  C18 1.089
27 H -2.98821 -0.98697 -1.20692  C22 1.089
28 H -0.66243 -1.90900 -1.19298  C23 1.091

Its SMILES is N#Cc1ccc([C@H](C#N)[C@@]2(F)C(=O)C(F)=C(F)C([O-])=C2F)cc1. The total charge is -1. The value obtained for the LUMO energy is 2.3 eV. As for the energy: -33580.765 eV. Its HOMO-LUMO gap is 6.13 eV. As for the HOMO energy: -3.79 eV. Its energy above the lowest of the compared OMol25 structures with the same formula, charge and spin is 0.0 kcal per mole.